1.
C29H28ClGdN5O4SSe2 as an isolated structure at a distorted geometry, computed with ωB97M-V/def2-TZVPD.

For the frontier orbital gap (alpha / beta), the calculation gives 6.382 / 5.134 eV. For the energy relative to the best compared isomer or geometry (same formula, charge and spin), the calculation gives 10.6 kcal per mole. The charge is -1. Its HOMO energy (alpha / beta) is -4.14 / -4.11 eV. As for the spin multiplicity: 8. The calculation puts the electronic energy at -221058.5739 eV.

```
71
Properties=species:S:1:pos:R:3:lowdin_spin:R:1
Gd -0.86029 1.34602 0.56546 6.807
N -2.06642 -4.05651 -1.08525 0.000
C -1.40629 -2.85388 -1.13581 0.000
S -2.07212 -1.56217 -0.23374 -0.003
N -0.34724 -2.86342 -1.90521 0.000
N 0.47523 -1.76562 -1.82730 0.000
C 0.62987 -1.04090 -2.89226 0.000
C 1.35837 0.18036 -3.07316 0.000
C 1.88431 0.44465 -4.35549 0.000
C 2.51338 1.62607 -4.64358 0.000
C 2.60798 2.61083 -3.64510 0.000
C 2.06273 2.41498 -2.40564 0.000
C 1.38079 1.21177 -2.07508 0.000
O 0.79326 1.06735 -0.95348 -0.012
H -3.02904 -4.00432 -0.80884 0.000
H -1.81793 -4.73469 -1.78852 0.000
H 0.09603 -1.43927 -3.75000 0.000
H 1.80800 -0.33195 -5.11006 0.000
H 2.92193 1.80546 -5.62952 0.000
H 3.09793 3.55096 -3.86958 0.000
H 2.10172 3.18188 -1.64279 0.000
C -2.16898 -1.68128 3.36502 0.000
C -2.03785 -0.16425 3.26325 0.000
C -2.60596 0.50980 4.50421 0.000
O -2.69004 0.32680 2.06517 -0.006
C -0.51205 0.13043 3.07591 -0.002
O 0.15394 0.47571 4.04075 0.008
O -0.07232 -0.10607 1.89201 0.000
H -3.21062 -1.96836 3.53729 0.000
H -1.56418 -2.03654 4.20141 0.000
H -1.81894 -2.15182 2.44765 0.000
H -3.50394 -0.00694 4.85434 0.000
H -2.84747 1.54640 4.28235 0.000
H -1.84928 0.50517 5.28671 0.000
H -3.56458 -0.06649 2.02200 0.000
Se -1.48686 3.30676 2.52811 0.145
Se -1.09314 3.68807 -1.20116 0.038
C -2.77163 2.89965 -1.39397 0.004
C -3.82638 3.54261 -2.06892 0.002
C -5.00232 2.86864 -2.29069 0.000
C -5.13167 1.55835 -1.82497 0.000
C -4.07933 1.01502 -1.12123 0.000
N -2.92773 1.65677 -0.88745 -0.006
C 0.38081 3.19225 2.69534 0.014
C 1.07913 3.74371 3.77505 0.006
C 2.44752 3.60055 3.82489 0.001
C 3.10142 2.91275 2.80386 0.000
C 2.33820 2.40255 1.77602 0.001
N 1.01442 2.54145 1.71019 0.002
H -3.66864 4.55704 -2.40626 0.000
H -5.81885 3.34518 -2.82101 0.000
H -6.02611 0.97711 -2.00236 0.000
H -4.14693 0.00901 -0.72415 0.000
H 0.53130 4.25638 4.55251 0.001
H 3.01122 4.01675 4.65133 0.000
H 4.17319 2.77177 2.81350 0.000
H 2.79234 1.85447 0.95677 0.000
Cl 5.20926 -6.38267 -0.93117 0.000
C 4.08748 -5.05597 -0.85651 0.000
C 3.14105 -5.01990 0.15169 0.000
C 2.25095 -3.95669 0.20709 0.000
C 2.30872 -2.93467 -0.72874 0.000
C 1.36158 -1.75838 -0.65432 0.000
C 3.27016 -2.99165 -1.73369 0.000
C 4.16050 -4.04940 -1.80649 0.000
H 3.09894 -5.81605 0.88250 0.000
H 1.49820 -3.92296 0.98532 0.000
H 1.91575 -0.83180 -0.61910 0.000
H 0.74317 -1.81262 0.23877 0.000
H 3.31672 -2.19353 -2.46631 0.000
H 4.90761 -4.09076 -2.58756 0.000
```

---

2.
A 2-piece molecular cluster, C29H28F2O5 overall at a distorted geometry, computed with ωB97M-V/def2-TZVPD.

For the frontier orbital gap, the calculation gives 2.821 eV. For the energy relative to the best compared isomer or geometry (same formula, charge and spin), the calculation gives 55.6 kcal per mole. Its HOMO energy is -5.75 eV. The calculation puts the electronic energy at -46196.2230 eV.

```
64
Properties=species:S:1:pos:R:3:mulliken_charge:R:1
F 4.84982 1.28391 2.69951 -0.328
C 3.77350 0.83627 3.43018 0.267
C 3.43082 1.52575 4.59041 -0.554
C 2.32387 1.06122 5.31756 -0.646
C 1.61090 -0.05554 4.89544 0.031
C 1.96711 -0.76170 3.71499 0.740
C 1.20517 -1.88561 3.25752 0.178
C 1.37609 -2.43153 1.98603 -0.644
C 0.58838 -3.43493 1.43494 -0.286
C 0.81751 -4.04749 0.16116 1.086
C 1.96898 -3.74087 -0.62194 -0.814
C 2.16064 -4.40479 -1.82761 0.377
F 3.28057 -4.10806 -2.56797 -0.315
C 1.27868 -5.36283 -2.32480 -0.632
C 0.13293 -5.64726 -1.56605 -0.420
C -0.10354 -5.00208 -0.35739 -0.655
C 3.09257 -0.28686 2.97970 -0.822
H 4.00591 2.39304 4.90940 0.440
H 2.01686 1.57783 6.22851 0.438
H 0.75427 -0.41310 5.46833 0.272
H 0.43478 -2.29511 3.91928 0.116
H 2.17184 -2.02893 1.35969 0.025
H -0.27899 -3.76913 2.00549 0.274
H 2.69524 -3.00320 -0.28498 0.487
H 1.48507 -5.86774 -3.26481 0.435
H -0.57762 -6.38805 -1.93321 0.383
H -1.00852 -5.21641 0.21938 0.414
H 3.43473 -0.78676 2.07688 0.513
C 1.62024 -7.10029 6.44099 -1.077
C 1.97136 -5.67949 6.78732 -0.281
O 0.75415 -4.93658 6.47581 -0.247
C 0.84329 -3.61803 6.24377 0.206
C -0.47119 -2.95212 6.04973 0.287
C -1.45446 -3.53826 5.12479 0.693
O -2.43191 -2.94626 4.66001 -0.764
O -1.22816 -4.82557 4.77801 -0.171
C -2.37143 -5.38626 4.09179 -0.171
C -2.00102 -6.80076 3.74823 -1.250
C -0.84578 -1.88772 6.90848 -0.116
C -1.97682 -1.05704 6.62922 -0.121
C -2.40550 -0.08790 7.50308 -0.950
C -1.74490 0.10890 8.74270 0.914
O -2.24136 1.09334 9.54269 -0.444
C -1.68254 1.30313 10.85714 -0.811
C -0.61014 -0.68490 9.04843 -0.698
C -0.14697 -1.61946 8.13061 -0.454
O 1.90883 -3.00963 6.18540 -0.639
H 2.45114 -7.78326 6.62316 0.416
H 0.76586 -7.44052 7.03669 0.274
H 1.34629 -7.16812 5.38408 0.228
H 2.17502 -5.55836 7.85859 0.253
H 2.80647 -5.29098 6.19487 0.315
H -3.24032 -5.34958 4.76703 0.310
H -2.58776 -4.78745 3.19448 0.277
H -2.80317 -7.24823 3.15700 0.423
H -1.08148 -6.84041 3.15235 0.258
H -1.86996 -7.41862 4.64445 0.302
H -2.51230 -1.22186 5.70132 0.622
H -3.25586 0.54807 7.26749 0.409
H -2.27322 2.12228 11.27280 0.246
H -1.79625 0.40472 11.48084 0.323
H -0.62457 1.59593 10.79582 0.313
H -0.08355 -0.54034 9.99360 0.347
H 0.75469 -2.19216 8.34804 0.420
```

---

3.
C29H28N3OPSeTi as an isolated structure, computed with ωB97M-V/def2-TZVPD.

For the frontier orbital gap, the calculation gives 7.220 eV. For the energy relative to the best compared isomer or geometry (same formula, charge and spin), the calculation gives 12.9 kcal per mole. The charge is +2. Its HOMO energy is -13.80 eV. The calculation puts the electronic energy at -134784.1407 eV.

```
64
Properties=species:S:1:pos:R:3:mulliken_charge:R:1
Ti -0.09653 -0.25326 -1.46648 -0.142
O 0.81855 -2.09358 -1.17842 -0.720
C 1.16534 -1.23633 -0.36990 0.889
C 1.87854 -1.12906 0.88414 -0.705
C 3.04234 -1.78869 1.25034 -0.480
C 3.61855 -1.43774 2.46514 -0.797
C 3.02733 -0.47298 3.27686 -0.692
C 1.83670 0.15617 2.91763 -0.615
C 1.26082 -0.17496 1.70388 0.317
P -0.37585 0.27833 1.05701 1.940
C -0.93770 1.83693 1.72569 0.809
C -2.21088 1.97458 2.27729 -0.464
C -2.63402 3.21682 2.72825 -0.800
C -1.79343 4.31707 2.63374 -0.571
C -0.52471 4.18416 2.08059 -0.801
C -0.09938 2.94988 1.62018 -0.489
C -1.44437 -1.03442 1.68786 0.148
C -1.50008 -1.31442 3.05540 -0.254
C -2.28876 -2.35055 3.52093 -0.805
C -3.02597 -3.12414 2.62871 -0.604
C -2.97889 -2.85728 1.26912 -0.990
C -2.18927 -1.81045 0.80974 0.294
H 3.49214 -2.52597 0.59967 0.659
H 4.53758 -1.91026 2.78224 0.448
H 3.49757 -0.21463 4.21582 0.480
H 1.38022 0.88200 3.57833 0.534
H -2.86772 1.11960 2.37936 0.350
H -3.61488 3.32268 3.17093 0.480
H -2.12171 5.27942 3.00182 0.450
H 0.13205 5.04023 2.01376 0.471
H 0.89119 2.85926 1.18700 0.494
H -0.92689 -0.72655 3.76215 0.433
H -2.33027 -2.56341 4.57992 0.448
H -3.63691 -3.93569 2.99896 0.428
H -3.55146 -3.45630 0.57522 0.465
H -2.19623 -1.61968 -0.26654 0.342
Se 2.00950 0.74577 -2.26615 -0.154
C 3.04384 -0.73938 -2.86110 0.417
C 4.24423 -1.01142 -2.21243 -0.361
C 5.01284 -2.08755 -2.63379 -0.618
C 4.58747 -2.87887 -3.69194 -0.519
C 3.40230 -2.58499 -4.34971 -0.722
C 2.62541 -1.51171 -3.93775 -0.213
H 4.58977 -0.38133 -1.40311 0.505
H 5.95381 -2.29796 -2.14480 0.435
H 5.19275 -3.71326 -4.01611 0.421
H 3.09082 -3.18176 -5.19597 0.428
H 1.73316 -1.24696 -4.48966 0.438
C -3.55166 0.84391 -1.16059 -1.047
C -2.49076 1.83273 -1.48663 0.422
N -1.23387 1.57310 -1.83878 0.359
C -0.61540 2.81663 -1.98704 -0.329
C -1.51068 3.79685 -1.74118 -0.797
N -2.68620 3.15523 -1.42701 0.077
H -4.53019 1.20026 -1.47883 0.511
H -3.36907 -0.10177 -1.67095 0.113
H -3.59418 0.65200 -0.08630 0.163
H 0.40464 2.91052 -2.31630 0.477
H -1.42870 4.86726 -1.78214 0.439
H -3.56593 3.59831 -1.21264 0.203
N -1.05460 -1.28442 -3.18963 -0.514
H -2.05949 -1.43587 -3.23339 0.271
H -0.61373 -2.19248 -3.33096 0.321
H -0.81907 -0.72960 -4.01148 0.327
```

---

Question: Look up the electronic energy of the first one.
Answer: -221058.5739 eV

---

Question: The highest electronic energy belongs to which entry?
Answer: C29H28F2O5

---

Question: Which value of electronic energy does entry 2 give?
Answer: -46196.2230 eV